Below is 4 unconnected molecules or ions with the total composition C22H41F2NO10S in a non-equilibrium geometry, with properties calculated with the ωB97M-V functional and the def2-TZVPD basis.

The energy relative to the best compared isomer or geometry (same formula, charge and spin) is 0.0 kcal/mol. The LUMO energy is 0.56 eV. The value obtained for the orbital gap is 9.730 eV. The calculated total energy is -2268.0005 Ha.

The geometry in XYZ format:
```
77
C22H41F2NO10S the ωB97M-V functional and the def2-TZVPD basis
C -0.13733 -6.19418 2.90299
C -0.62223 -4.77695 2.75350
N 0.01047 -4.03637 1.61584
C -0.93720 -3.07531 1.16758
O -0.85240 -2.42738 0.13804
C -2.04510 -3.03504 2.23481
C -3.27284 -2.20931 1.90537
C -3.75419 -1.42111 3.11648
F -3.66707 -2.17175 4.29194
C -2.11630 -4.53722 2.50413
F -2.40997 -5.15247 1.26699
C -3.07031 -5.12773 3.51221
C -4.56162 -4.94408 3.21064
C -5.41479 -6.00620 3.90807
S -6.99609 -6.28333 3.04522
H -0.66657 -6.67994 3.71734
H -0.20933 -6.77664 1.98872
H 0.90909 -6.17007 3.20197
H -0.32419 -4.20594 3.63201
H 0.10564 -4.69973 0.84915
H -1.52112 -2.53733 3.05316
H -4.07737 -2.80410 1.48616
H -3.02614 -1.45434 1.15794
H -3.16934 -0.51453 3.25491
H -4.80060 -1.14117 3.00808
H -2.83437 -4.74866 4.50636
H -2.87796 -6.20064 3.53801
H -4.71031 -5.03516 2.13727
H -4.88254 -3.95625 3.52143
H -4.86163 -6.93968 3.94350
H -5.64545 -5.71587 4.92833
H -6.93878 -5.26868 2.17633
C 0.78055 -0.62726 -1.71579
C 0.28619 0.75133 -1.34746
O 1.36781 1.67840 -1.13358
C 1.93745 2.16382 -2.22839
O 1.62120 1.93370 -3.36625
O 2.94015 2.95978 -1.84885
C 3.70109 3.50014 -2.93367
H 1.48530 -0.99152 -0.96856
H -0.05148 -1.31911 -1.77462
H 1.29337 -0.61628 -2.67867
H -0.24859 0.71637 -0.40041
H -0.39554 1.14872 -2.09840
H 3.05446 3.99795 -3.65197
H 4.26883 2.71091 -3.42411
H 4.38454 4.22304 -2.49841
C -1.01270 1.83190 -5.16240
C -1.44988 2.84919 -4.13358
O -2.02586 4.01756 -4.74253
C -3.27888 3.88395 -5.16220
O -3.97020 2.90675 -5.04838
O -3.65143 5.03578 -5.72237
C -4.96871 5.02029 -6.27501
H -0.33943 2.29209 -5.88594
H -0.49493 1.00256 -4.68441
H -1.86996 1.43890 -5.70900
H -0.58793 3.21048 -3.57902
H -2.15536 2.42266 -3.41925
H -5.69671 4.69081 -5.53740
H -5.00287 4.37144 -7.14870
H -5.18728 6.04183 -6.57185
C 4.91436 3.82611 0.44674
C 6.24589 3.13416 0.26086
O 7.35427 4.00899 0.52916
C 7.62248 4.21064 1.81527
O 7.05447 3.71072 2.74914
O 8.64887 5.05801 1.89390
C 9.01408 5.41495 3.22847
H 4.87164 4.73858 -0.15021
H 4.10406 3.17118 0.14854
H 4.76346 4.10936 1.48808
H 6.37173 2.82984 -0.77733
H 6.32232 2.24053 0.87938
H 9.19106 4.52909 3.83378
H 8.23536 6.02683 3.68086
H 9.93065 5.99204 3.15003
```

These are the Löwdin partial charges, in e, on atoms 1 to 4: -0.03 -0.30 0.12 -0.38